# 1
Entry from the Open Molecules 2025 dataset: 2 unconnected molecules or ions with the total composition C5H14O2S (ωB97M-V/def2-TZVPD).

Last columns: bonded neighbours and bond lengths (Å).
Geometry (Å):
1 C -2.188 -0.627 -2.158  O2 1.413, C3 1.518, H8 1.092, H9 1.089
2 O -2.488 -0.236 -3.483  C1 1.413, H10 0.957
3 C -1.998 0.491 -1.149  C1 1.518, C4 1.539, H11 1.098, H12 1.092
4 C -1.182 0.216 0.127  C3 1.539, C5 1.574, H13 1.093, H14 1.091
5 C 0.235 0.900 0.109  C4 1.574, S6 1.766, H15 1.096, H16 1.084
6 S 1.604 -0.184 0.375  C5 1.766, C7 1.764
7 C 1.985 -0.849 -1.213  S6 1.764, H17 1.061, H18 1.087, H19 1.088
8 H -1.352 -1.328 -2.136  C1 1.092
9 H -3.099 -1.174 -1.921  C1 1.089
10 H -1.865 0.411 -3.813  O2 0.957
11 H -1.524 1.316 -1.697  C3 1.098
12 H -2.934 0.958 -0.836  C3 1.092
13 H -1.093 -0.835 0.416  C4 1.093
14 H -1.770 0.595 0.964  C4 1.091
15 H 0.220 1.511 1.019  C5 1.096
16 H 0.383 1.523 -0.766  C5 1.084
17 H 2.344 -1.796 -0.895  C7 1.061
18 H 1.057 -1.101 -1.719  C7 1.087
19 H 2.682 -0.377 -1.902  C7 1.088
20 H 1.568 1.027 5.865  O22 0.964
21 H 1.423 -0.435 6.122  O22 0.964
22 O 2.093 0.259 6.119  H20 0.964, H21 0.964

Summary:
Orbital gap (spin up / spin down), eV: 10.556 / 5.309
Charge: +1
HOMO energy (spin up / spin down), eV: -13.7791 / -13.7762
Relative energy (zero: lowest compared OMol25 entry of this formula, charge and spin), eV: 0.177
Multiplicity: 2
Maximum force, Eh/bohr: 0.0280

***

# 2
Entry from the Open Molecules 2025 dataset: C5H14O2Si2 in the gas phase (ωB97M-V/def2-TZVPD).

Last columns: bonded neighbours and bond lengths (Å).
Geometry (Å):
1 C -3.549 -1.396 -1.339  C2 1.287, H10 1.061, H11 1.041
2 C -2.327 -1.385 -0.937  C1 1.287, Si9 1.967, H12 1.100
3 C 3.923 -0.155 -1.347  O6 1.429, H13 1.064, H14 1.123, H15 1.069
4 C 1.760 0.585 -0.589  C5 1.526, O6 1.409, H16 1.112, H17 1.043
5 C 0.991 -0.457 0.219  C4 1.526, O7 1.378, H18 1.104, H19 1.163
6 O 3.148 0.524 -0.355  C3 1.429, C4 1.409
7 O -0.263 -0.040 0.609  C5 1.378, Si9 1.623
8 Si -2.812 1.656 0.963  Si9 2.332, H20 1.410, H21 1.477, H22 1.498
9 Si -1.483 0.310 -0.402  C2 1.967, O7 1.623, Si8 2.332, H23 1.459
10 H -4.038 -2.094 -1.972  C1 1.061
11 H -4.090 -0.508 -1.392  C1 1.041
12 H -1.655 -2.255 -0.902  C2 1.100
13 H 4.763 0.497 -1.375  C3 1.064
14 H 3.386 -0.069 -2.329  C3 1.123
15 H 4.027 -1.211 -1.221  C3 1.069
16 H 1.345 1.604 -0.430  C4 1.112
17 H 1.682 0.367 -1.606  C4 1.043
18 H 1.612 -0.537 1.128  C5 1.104
19 H 0.889 -1.400 -0.453  C5 1.163
20 H -4.075 1.197 1.389  Si8 1.410
21 H -2.402 1.540 2.377  Si8 1.477
22 H -3.242 3.041 0.586  Si8 1.498
23 H -0.709 0.765 -1.553  Si9 1.459

Summary:
Orbital gap, eV: 10.299
HOMO energy, eV: -9.5488
Relative energy (zero: lowest compared OMol25 entry of this formula, charge and spin), eV: 4.284
Multiplicity: 1
SMILES: C=C[Si@@H]([SiH3])OCCOC
Maximum force, Eh/bohr: 0.0757

***

# 3
Entry from the Open Molecules 2025 dataset: 4 unconnected molecules or ions with the total composition C5H14O3 (ωB97M-V/def2-TZVPD).

Last columns: bonded neighbours and bond lengths (Å).
Geometry (Å):
1 C 0.776 -1.471 0.120  C2 1.449, H6 1.099, H7 1.101, H8 1.139
2 C 0.632 -0.071 0.465  C1 1.449, C3 1.332, H9 1.109
3 C 1.461 0.785 -0.129  C2 1.332, C4 1.553, H10 1.127
4 C 1.120 2.290 0.049  C3 1.553, C5 1.343, H11 1.190
5 C 0.103 2.819 -0.652  C4 1.343, H12 1.082, H13 1.098
6 H 1.182 -1.958 1.019  C1 1.099
7 H 1.450 -1.567 -0.745  C1 1.101
8 H -0.260 -1.820 -0.198  C1 1.139
9 H -0.319 0.221 0.954  C2 1.109
10 H 2.408 0.583 -0.706  C3 1.127
11 H 1.890 2.874 0.744  C4 1.190
12 H -0.527 3.675 -0.450  C5 1.082
13 H -0.681 2.293 -1.211  C5 1.098
14 H -0.117 -1.983 3.887  O16 0.964
15 H 0.647 -2.395 2.828  O16 1.032
16 O 0.590 -2.636 3.829  H14 0.964, H15 1.032
17 H -2.881 -0.058 -0.560  O19 0.994
18 H -3.648 -0.192 0.698  O19 0.877
19 O -2.912 -0.496 0.331  H17 0.994, H18 0.877
20 H 0.260 -0.769 -3.155  O22 0.933
21 H -0.980 0.049 -3.405  O22 0.874
22 O -0.193 -0.174 -3.714  H20 0.933, H21 0.874

Summary:
Orbital gap, eV: 9.757
HOMO energy, eV: -9.5402
Relative energy (zero: lowest compared OMol25 entry of this formula, charge and spin), eV: 3.239
Multiplicity: 1
SMILES: C=C/C=C/C.O.O.O
Maximum force, Eh/bohr: 0.1271

***

# 4
Entry from the Open Molecules 2025 dataset: 4 unconnected molecules or ions with the total composition C5H14O3 (ωB97M-V/def2-TZVPD).

Last columns: bonded neighbours and bond lengths (Å).
Geometry (Å):
1 C -1.687 -0.515 1.697  C2 1.502, H6 1.088, H7 1.096, H8 1.087
2 C -1.003 0.611 0.976  C1 1.502, C3 1.332, H9 1.089
3 C -0.290 0.427 -0.134  C2 1.332, C4 1.470, H10 1.088
4 C 0.484 1.473 -0.819  C3 1.470, C5 1.332, H11 1.087
5 C 1.446 1.168 -1.688  C4 1.332, H12 1.084, H13 1.084
6 H -1.101 -0.806 2.566  C1 1.088
7 H -2.660 -0.171 2.066  C1 1.096
8 H -1.896 -1.365 1.052  C1 1.087
9 H -1.094 1.583 1.459  C2 1.089
10 H -0.163 -0.577 -0.533  C3 1.088
11 H 0.364 2.467 -0.394  C4 1.087
12 H 1.975 1.944 -2.228  C5 1.084
13 H 1.600 0.140 -1.996  C5 1.084
14 H -3.222 0.035 -1.980  O16 0.960
15 H -2.616 0.068 -0.568  O16 0.969
16 O -3.274 -0.383 -1.117  H14 0.960, H15 0.969
17 H 2.296 0.710 0.592  O19 0.965
18 H 2.069 -0.226 1.809  O19 0.961
19 O 2.554 -0.133 0.984  H17 0.965, H18 0.961
20 H 1.854 -1.581 -0.087  O22 0.981
21 H 2.557 -2.411 -1.131  O22 0.963
22 O 1.808 -2.457 -0.527  H20 0.981, H21 0.963

Summary:
Orbital gap, eV: 9.872
HOMO energy, eV: -9.3031
Relative energy (zero: lowest compared OMol25 entry of this formula, charge and spin), eV: 0.623
Multiplicity: 1
SMILES: C=C/C=C/C.O.O.O
Maximum force, Eh/bohr: 0.0215